A structure of composition C19H27IrN7S7. Source: the OMol25 dataset; level of theory: ωB97M-V/def2-TZVPD.

```
61
Properties=species:S:1:pos:R:3:forces:R:3:lowdin_charge:R:1
Ir -0.056077 0.711387 0.355590 -0.82 -0.35 0.23 0.93
C 3.080023 -0.298213 4.638790 -0.28 -0.01 -0.17 -0.37
S 3.169023 1.352787 3.902290 0.12 -0.04 -0.51 0.90
C 2.164823 1.113387 2.488690 -1.35 -0.56 0.18 -1.01
S 0.598023 0.320587 2.643090 -0.15 0.09 -0.69 0.57
N 2.541723 1.632087 1.366690 2.44 0.93 0.99 -0.08
N 1.763623 1.551487 0.331090 -0.65 0.25 -3.90 -0.21
C 2.163823 2.069887 -0.850610 0.61 -0.92 4.07 -0.03
C 1.263123 2.035387 -1.910410 -2.15 -0.21 -2.39 -0.27
C 1.535423 2.619187 -3.173610 0.22 -0.39 1.58 0.02
C 0.572623 2.614487 -4.145110 -1.15 -0.40 -0.20 -0.01
C -0.670877 2.026287 -3.866310 0.81 0.32 -0.23 0.00
C -0.876377 1.449487 -2.629510 -0.27 -0.13 0.02 -0.12
N 0.046023 1.426287 -1.673410 0.79 0.41 0.14 -0.06
H 3.523323 -0.232913 5.627390 -0.01 0.06 0.04 0.05
H 3.645123 -0.989813 4.019890 0.04 -0.02 0.06 0.05
H 2.042923 -0.614213 4.705290 0.05 -0.06 0.21 0.00
H 3.149023 2.509187 -0.904610 0.05 0.11 0.01 0.15
H 2.494923 3.084787 -3.323410 0.17 0.05 -0.09 0.13
H 0.750623 3.058787 -5.111210 0.07 0.06 -0.09 0.13
H -1.453977 2.009087 -4.604710 -0.12 0.00 -0.07 0.12
H -1.827477 0.994587 -2.392510 0.07 -0.12 0.02 0.07
C -0.087777 5.280187 0.572790 0.17 1.03 -0.07 -0.01
C -0.574177 3.947387 0.621990 -0.50 -1.40 0.11 -0.17
N -0.926077 2.852287 0.656790 1.29 -1.00 -0.04 0.13
H -0.490577 5.864887 1.398190 0.01 0.01 0.05 0.11
H -0.373677 5.751387 -0.367210 0.01 0.01 0.00 0.11
H 1.000023 5.254787 0.648990 0.01 0.03 0.03 0.11
C 0.282223 -4.960713 -0.841710 -0.10 -0.34 -0.23 -0.04
N 0.752123 -3.855013 -0.034110 0.13 0.97 -0.18 -0.17
C 0.419823 -3.986213 1.365090 -0.02 0.01 0.26 -0.05
C 0.879023 -2.595813 -0.595910 0.79 -0.87 -0.39 -0.41
N 0.267023 -1.570713 -0.079310 -0.96 2.56 1.45 0.03
N 1.653623 -2.496713 -1.690610 -0.37 0.09 0.24 -0.14
C 2.675223 -3.458213 -2.032810 0.31 -0.32 -0.16 -0.03
C 1.647323 -1.301913 -2.494710 -0.09 0.18 -0.09 -0.04
H -0.753477 -5.196513 -0.578310 0.00 0.02 -0.05 0.10
H 0.884223 -5.849613 -0.656210 0.04 -0.04 -0.05 0.10
H 0.317423 -4.718713 -1.898510 0.05 0.01 -0.06 0.09
H 0.829523 -4.933713 1.714690 -0.03 0.03 0.09 0.10
H -0.661377 -4.003713 1.542990 -0.05 0.01 -0.01 0.10
H 0.865823 -3.177713 1.940790 0.05 -0.02 0.04 0.09
H -0.368777 -1.883413 0.646890 0.14 -0.13 -0.19 -0.03
H 2.788423 -4.199013 -1.246810 0.01 0.04 -0.04 0.10
H 3.624023 -2.933113 -2.164810 0.00 -0.05 0.04 0.10
H 2.431823 -3.956613 -2.974410 0.04 -0.05 0.06 0.10
H 2.400623 -0.584513 -2.156410 0.05 0.02 0.02 0.09
H 0.668023 -0.835913 -2.448010 -0.01 -0.03 -0.06 0.06
H 1.870323 -1.572213 -3.526610 -0.02 0.03 0.00 0.11
C -3.417177 0.693787 3.873590 -0.18 0.04 -0.18 -0.34
S -4.834077 -0.162213 3.111890 0.16 0.07 -0.39 0.93
C -4.820977 0.383787 1.457890 -1.14 -0.16 0.82 -0.95
C -3.727877 0.523287 0.621790 0.88 0.33 -1.20 -1.03
S -2.254277 -0.250513 0.930590 0.30 0.07 0.03 0.63
S -4.073077 1.303387 -0.921910 -0.03 -0.26 0.68 0.92
C -5.810377 1.253887 -0.784910 -0.88 0.26 -0.96 -1.44
S -6.822277 1.672087 -2.008510 0.71 -0.21 0.84 0.71
S -6.386977 0.721187 0.773490 0.78 0.03 0.10 1.00
H -3.311577 0.233787 4.851590 -0.01 -0.02 0.07 0.05
H -3.673277 1.745087 3.981290 0.05 -0.01 0.04 0.06
H -2.508177 0.557587 3.297090 -0.06 0.01 0.15 -0.04
```
Positions in Å, forces in eV/Å.

Values from the calculation:
Energy   -4014.58172 a.u.
2S+1   2
HOMO energy (spin up / spin down)   -13.23 / -13.55 eV
HOMO-LUMO gap (spin up / spin down)   6.1472 / 5.5463 eV
Total charge   +2
<S²>   0.780
LUMO energy (spin up / spin down)   -7.09 / -8.01 eV

A structure of composition C3H7NO2S. Source: the OMol25 dataset; level of theory: ωB97M-V/def2-TZVPD.

```
14
Properties=species:S:1:pos:R:3:forces:R:3:lowdin_charge:R:1
C -0.028647 -0.120843 -1.108682 -0.69 -1.08 -0.78 -0.79
C -0.267321 -0.284857 -2.592426 -1.25 1.17 -0.85 -0.03
C -0.588041 0.218084 2.244074 0.51 -0.52 1.54 -0.15
N 0.497707 0.983261 -0.676615 1.19 0.72 3.39 0.00
O -0.192006 -1.081410 -0.334040 -0.88 -1.40 0.53 -0.16
O 1.781660 1.256212 1.795024 -0.21 -0.19 -0.39 -0.46
S 0.882175 0.363925 1.081872 0.12 0.26 -1.79 0.93
H -1.260895 -0.809114 -2.885027 1.93 0.55 0.89 0.11
H -0.333984 0.755991 -3.071667 0.54 -1.62 0.47 0.10
H 0.639827 -0.855638 -2.871357 -0.72 0.30 -0.59 0.09
H -0.979677 1.199903 2.662714 1.59 -0.79 -0.64 0.09
H -1.463908 -0.182461 1.802532 -0.39 -0.82 -1.01 0.02
H -0.270503 -0.499251 3.099022 -0.30 1.40 -1.46 0.10
H 1.583614 -0.943802 0.854577 -1.44 2.02 0.68 0.15
```
Positions in Å, forces in eV/Å.

Values from the calculation:
Energy   -721.79595 a.u.
HOMO energy   -9.76 eV
HOMO-LUMO gap   9.7748 eV
Total charge   0
LUMO energy   0.02 eV

A structure of composition C10H14N2PRh. Source: the OMol25 dataset; level of theory: ωB97M-V/def2-TZVPD.

```
28
Properties=species:S:1:pos:R:3:forces:R:3:lowdin_charge:R:1
C 0.033623 -0.764269 -1.915190 -0.87 -0.99 -2.58 -0.32
C -0.565737 0.104594 -2.835939 0.50 -1.67 0.31 -0.19
C -0.413109 1.489937 -2.775056 -0.46 1.24 -1.15 -0.15
C 0.341113 2.157196 -1.785842 0.36 0.52 -0.20 -0.19
C 1.021746 1.515863 -0.775352 1.13 2.56 -0.60 -0.21
Rh 0.068952 0.006340 -0.246055 -1.35 0.61 4.00 0.84
P 0.021309 -2.086789 0.669403 0.18 -1.75 0.85 0.74
H -0.113638 -1.847597 -2.018051 0.32 0.40 -0.50 0.00
H -1.164791 -0.359630 -3.646166 0.35 0.50 0.48 0.11
H -0.837132 2.078772 -3.610166 0.20 -0.30 0.74 0.11
H 1.650487 2.107465 -0.088972 -0.22 -0.50 -0.35 0.07
H 0.396092 3.268716 -1.847591 -0.02 -0.86 0.04 0.12
H 1.193807 -2.560191 1.306553 -0.38 0.27 -0.07 -0.09
H -0.162821 -3.236140 -0.148268 -0.22 0.29 0.11 -0.09
H -0.938004 -2.335204 1.691224 0.31 0.00 -0.28 -0.08
N 2.198911 -0.388741 2.256059 0.90 -1.05 -0.93 0.05
C 1.262715 0.492664 2.725068 -0.39 0.97 2.72 -0.45
C 1.264392 0.968900 4.065223 1.53 -1.88 -2.50 -0.09
C 0.330715 1.946766 4.393674 -1.60 1.54 0.79 -0.18
C -0.597155 2.370842 3.432553 -0.08 -0.45 -0.80 -0.14
C -0.607170 1.771639 2.168195 -1.84 2.34 1.29 -0.24
N 0.277675 0.813813 1.860513 1.93 -2.44 -2.21 -0.12
H 2.398886 -0.369459 1.244354 -0.02 0.20 1.06 0.07
H 2.975465 -0.634899 2.861902 -0.31 0.33 -0.33 0.10
H 2.046983 0.606747 4.744232 -0.34 0.32 -0.30 0.09
H 0.326576 2.403672 5.380770 0.01 -0.11 -0.19 0.08
H -1.330525 3.153729 3.624584 0.23 -0.19 0.12 0.09
H -1.316564 2.030864 1.375041 0.17 0.11 0.47 0.07
```
Positions in Å, forces in eV/Å.

Values from the calculation:
Energy   -950.56263 a.u.
2S+1   5
HOMO energy (spin up / spin down)   -3.49 / -7.21 eV
HOMO-LUMO gap (spin up / spin down)   3.9191 / 5.0732 eV
Total charge   0
<S²>   6.036
LUMO energy (spin up / spin down)   0.43 / -2.14 eV

> energy of number 1 (C19H27IrN7S7)?

-4014.58172 a.u.